Record 1
Density functional theory data (ωB97M-V with the def2-TZVPD basis set) for a molecular structure, C47H74CsGeN6SSi6.

Output
Relative energy (zero: lowest compared OMol25 entry of this formula, charge and spin) (kJ/mol): 40.3
Calculated total energy (Ha): -6396.25145
Multiplicity: 2
⟨S²⟩: 0.77
Net charge: -2
HOMO (spin up / spin down) (eV): -0.39 / -2.01

Cartesian coordinates (Å):
Cs (-0.133, 0.949, -0.401)
S (-3.987, 4.888, -7.172)
N (-4.328, 3.438, -6.414)
C (-3.357, 3.286, -5.497)
C (-3.245, 2.171, -4.600)
C (-4.172, 1.113, -4.604)
C (-4.021, 0.077, -3.719)
C (-2.929, 0.099, -2.836)
N (-2.044, 1.071, -2.815)
C (-2.183, 2.105, -3.666)
C (-1.201, 3.178, -3.619)
N (-0.199, 3.098, -2.720)
C (0.700, 4.058, -2.683)
C (0.671, 5.174, -3.533)
C (-0.345, 5.277, -4.448)
C (-1.322, 4.269, -4.515)
C (-2.406, 4.324, -5.453)
N (-2.607, 5.320, -6.335)
H (-4.990, 1.155, -5.312)
H (-4.722, -0.748, -3.682)
H (-2.771, -0.711, -2.129)
H (1.490, 3.948, -1.944)
H (1.443, 5.929, -3.456)
H (-0.427, 6.113, -5.131)
C (4.739, -0.520, 2.193)
Si (4.411, -1.202, 0.473)
C (3.036, -2.485, 0.582)
C (6.067, -1.940, -0.171)
C (7.031, -2.830, 0.306)
C (8.168, -3.097, -0.442)
C (8.356, -2.480, -1.677)
C (7.410, -1.591, -2.164)
C (6.265, -1.307, -1.418)
Si (4.702, -0.223, -1.611)
C (3.566, -0.793, -3.001)
C (5.086, 1.604, -1.834)
H (5.199, -1.334, 2.767)
H (3.821, -0.195, 2.675)
H (5.427, 0.325, 2.170)
H (3.070, -3.022, 1.534)
H (3.126, -3.223, -0.218)
H (2.057, -2.006, 0.518)
H (6.898, -3.317, 1.267)
H (8.917, -3.788, -0.070)
H (9.248, -2.697, -2.255)
H (7.571, -1.117, -3.127)
H (3.846, -0.306, -3.940)
H (2.526, -0.535, -2.796)
H (3.621, -1.873, -3.150)
H (6.001, 1.734, -2.421)
H (5.200, 2.094, -0.868)
H (4.270, 2.107, -2.356)
C (-0.266, -5.685, -4.711)
C (-0.149, -4.320, -4.095)
C (-0.839, -3.226, -4.600)
C (-0.729, -1.997, -3.965)
N (0.004, -1.794, -2.875)
C (0.684, -2.838, -2.409)
C (0.641, -4.103, -2.973)
H (-0.833, -5.651, -5.641)
H (-0.777, -6.365, -4.027)
H (0.717, -6.107, -4.921)
H (-1.468, -3.323, -5.477)
H (-1.263, -1.137, -4.352)
H (1.283, -2.660, -1.525)
H (1.204, -4.909, -2.520)
C (-2.703, -2.666, 4.771)
Si (-1.419, -2.018, 3.518)
C (-0.967, -0.282, 4.137)
C (0.130, -3.074, 3.813)
Ge (-2.009, -1.897, 1.209)
Si (-2.191, -4.201, 0.636)
C (-3.198, -5.374, 1.751)
C (-0.476, -5.015, 0.561)
C (-2.906, -4.385, -1.113)
Si (-4.313, -1.318, 1.501)
C (-5.535, -2.577, 2.248)
C (-4.486, 0.238, 2.586)
C (-5.124, -0.834, -0.145)
H (-2.265, -2.699, 5.776)
H (-3.045, -3.670, 4.515)
H (-3.580, -2.015, 4.809)
H (-0.607, -0.310, 5.172)
H (-1.830, 0.387, 4.093)
H (-0.185, 0.157, 3.514)
H (0.435, -3.010, 4.863)
H (0.960, -2.726, 3.195)
H (-0.047, -4.126, 3.578)
H (-2.783, -5.384, 2.762)
H (-3.156, -6.399, 1.362)
H (-4.245, -5.078, 1.823)
H (-0.002, -5.048, 1.543)
H (0.186, -4.458, -0.103)
H (-0.553, -6.042, 0.185)
H (-3.915, -3.971, -1.182)
H (-2.950, -5.437, -1.415)
H (-2.276, -3.850, -1.830)
H (-5.152, -3.054, 3.150)
H (-5.761, -3.361, 1.521)
H (-6.478, -2.074, 2.495)
H (-4.217, 0.034, 3.626)
H (-5.518, 0.605, 2.566)
H (-3.824, 1.021, 2.213)
H (-5.089, -1.657, -0.864)
H (-4.612, 0.017, -0.597)
H (-6.175, -0.559, -0.001)
C (-3.146, 3.533, 4.464)
C (-2.814, 4.173, 3.111)
C (-1.942, 5.420, 3.298)
C (-4.100, 4.517, 2.351)
C (-2.062, 3.193, 2.315)
N (-1.495, 2.415, 1.692)
H (-3.748, 4.232, 5.048)
H (-2.238, 3.304, 5.021)
H (-3.710, 2.610, 4.328)
H (-2.486, 6.149, 3.902)
H (-1.696, 5.874, 2.339)
H (-1.012, 5.172, 3.810)
H (-4.669, 5.252, 2.924)
H (-4.716, 3.629, 2.212)
H (-3.875, 4.938, 1.370)
C (2.410, 5.275, 2.252)
Si (3.579, 3.800, 2.441)
C (5.332, 4.378, 2.035)
C (3.548, 3.269, 4.251)
C (3.070, 2.452, 1.354)
C (2.718, 1.442, 0.729)
H (2.697, 6.116, 2.891)
H (1.394, 4.973, 2.514)
H (2.396, 5.619, 1.216)
H (5.668, 5.175, 2.706)
H (5.379, 4.750, 1.010)
H (6.032, 3.544, 2.119)
H (3.862, 4.077, 4.918)
H (4.210, 2.415, 4.409)
H (2.539, 2.961, 4.531)

---

Record 2
Density functional theory data (ωB97M-V with the def2-TZVPD basis set) for a molecular structure, C47H74N4O25 at a distorted geometry.

Output
Relative energy (zero: lowest compared OMol25 entry of this formula, charge and spin) (kJ/mol): 141.8
Calculated total energy (Ha): -3934.94409
HOMO (eV): -9.08

Cartesian coordinates (Å):
C (9.521, 9.510, -2.012)
C (9.806, 10.403, -3.213)
C (9.516, 11.879, -2.919)
O (9.821, 12.661, -4.079)
C (9.609, 14.036, -3.945)
N (11.273, 10.234, -3.563)
H (11.510, 10.641, -4.464)
H (11.901, 10.646, -2.875)
H (11.430, 9.218, -3.672)
H (8.496, 9.739, -1.741)
H (10.183, 9.631, -1.155)
H (9.502, 8.439, -2.211)
H (9.242, 10.204, -4.112)
H (10.143, 12.310, -2.130)
H (8.455, 12.053, -2.729)
H (9.778, 14.539, -4.894)
H (10.169, 14.476, -3.114)
H (8.548, 14.119, -3.685)
C (14.265, 8.231, -5.861)
C (12.812, 8.506, -5.665)
O (12.212, 8.137, -4.464)
H (14.614, 8.569, -6.841)
H (14.529, 7.174, -5.955)
H (14.826, 8.674, -5.036)
H (12.255, 7.942, -6.426)
H (12.716, 9.581, -5.890)
C (7.946, 18.278, -4.135)
O (7.631, 16.908, -4.244)
C (6.221, 16.753, -4.260)
C (5.841, 15.352, -4.653)
O (5.852, 14.477, -3.523)
C (5.625, 13.121, -3.902)
H (7.490, 18.640, -3.209)
H (7.506, 18.885, -4.932)
H (9.031, 18.348, -4.190)
H (5.693, 17.534, -4.811)
H (5.876, 16.866, -3.225)
H (6.501, 14.971, -5.441)
H (4.871, 15.287, -5.155)
H (4.613, 12.976, -4.286)
H (5.723, 12.485, -3.024)
H (6.450, 13.023, -4.611)
C (3.121, 6.741, -0.939)
O (3.844, 7.868, -0.563)
C (5.159, 7.559, -0.066)
C (6.186, 8.694, 0.001)
O (5.840, 9.537, 1.096)
C (6.896, 10.426, 1.454)
H (3.605, 6.197, -1.755)
H (2.124, 7.057, -1.248)
H (2.937, 6.092, -0.076)
H (5.519, 6.844, -0.816)
H (5.098, 7.013, 0.879)
H (6.060, 9.293, -0.907)
H (7.197, 8.289, -0.100)
H (6.446, 10.967, 2.283)
H (7.184, 11.099, 0.640)
H (7.800, 9.864, 1.702)
C (11.779, 14.339, -9.059)
O (10.888, 14.690, -9.828)
N (11.949, 14.928, -7.876)
C (12.895, 14.377, -6.928)
C (11.190, 16.076, -7.423)
H (12.445, 13.487, -9.261)
H (13.680, 15.094, -6.680)
H (13.342, 13.481, -7.361)
H (12.432, 14.003, -6.012)
H (10.790, 16.576, -8.305)
H (10.373, 15.901, -6.721)
H (11.853, 16.812, -6.965)
C (15.024, 11.389, -4.670)
O (14.426, 11.168, -3.623)
N (15.381, 12.616, -5.126)
C (16.293, 12.771, -6.308)
C (15.192, 13.816, -4.317)
H (15.316, 10.593, -5.370)
H (16.274, 11.857, -6.899)
H (17.322, 12.882, -5.965)
H (15.914, 13.633, -6.851)
H (16.036, 13.858, -3.620)
H (15.156, 14.730, -4.904)
H (14.345, 13.720, -3.638)
C (8.022, 10.561, -6.590)
O (6.935, 11.017, -6.247)
N (8.970, 11.267, -7.217)
C (10.304, 10.683, -7.515)
C (8.793, 12.683, -7.552)
H (8.280, 9.515, -6.368)
H (10.338, 10.632, -8.606)
H (10.555, 9.707, -7.105)
H (11.080, 11.392, -7.219)
H (7.797, 13.086, -7.381)
H (9.401, 13.405, -7.002)
H (9.027, 12.712, -8.617)
C (16.037, 13.280, 0.508)
C (15.262, 12.689, -0.422)
C (13.828, 13.074, -0.672)
O (13.114, 12.562, -1.523)
C (13.407, 14.203, 0.111)
C (14.149, 14.837, 1.039)
C (15.515, 14.378, 1.365)
O (16.166, 14.850, 2.293)
O (13.756, 15.916, 1.738)
O (15.686, 11.657, -1.185)
H (17.056, 12.919, 0.533)
H (12.381, 14.511, -0.050)
H (14.560, 16.318, 2.101)
H (15.116, 11.464, -1.951)
C (10.411, 3.301, -1.741)
C (9.919, 4.269, -0.956)
C (10.066, 5.767, -1.174)
O (9.727, 6.608, -0.366)
C (10.801, 6.049, -2.412)
C (11.263, 5.037, -3.179)
C (11.167, 3.567, -2.959)
O (11.495, 2.723, -3.752)
O (11.977, 5.373, -4.256)
O (9.136, 3.980, 0.108)
H (10.037, 2.290, -1.637)
H (10.932, 7.080, -2.707)
H (11.985, 6.346, -4.373)
H (8.973, 4.796, 0.603)
C (8.572, 6.796, -4.617)
C (8.590, 8.037, -4.079)
C (7.385, 8.717, -3.462)
O (7.344, 9.784, -2.887)
C (6.183, 7.828, -3.466)
C (6.231, 6.595, -3.978)
C (7.414, 5.940, -4.576)
O (7.396, 4.816, -5.044)
O (5.147, 5.771, -3.924)
O (9.685, 8.848, -4.307)
H (9.448, 6.351, -5.072)
H (5.247, 8.197, -3.069)
H (5.210, 5.080, -4.596)
H (10.480, 8.346, -4.598)
C (15.802, 7.010, -1.106)
C (14.628, 7.348, -1.684)
C (13.613, 8.267, -1.017)
O (12.564, 8.595, -1.518)
C (14.064, 8.773, 0.282)
C (15.233, 8.420, 0.859)
C (16.214, 7.504, 0.236)
O (17.336, 7.287, 0.671)
O (15.602, 9.103, 1.962)
O (14.291, 6.820, -2.870)
H (16.393, 6.307, -1.675)
H (13.527, 9.577, 0.765)
H (16.550, 9.035, 2.133)
H (13.527, 7.301, -3.253)

---

Record 3
Density functional theory data (ωB97M-V with the def2-TZVPD basis set) for 13 unconnected molecules or ions with the total composition C47H82F2O39 at a distorted geometry.

Output
Calculated total energy (Ha): -4974.11515
HOMO (eV): -10.05

Cartesian coordinates (Å):
C (8.273, 10.435, 8.798)
C (6.848, 10.629, 8.261)
O (6.263, 9.461, 8.607)
C (7.088, 8.622, 9.286)
O (6.822, 7.479, 9.712)
O (8.182, 9.324, 9.640)
H (8.437, 11.344, 9.377)
H (8.964, 10.269, 7.971)
H (6.940, 10.688, 7.177)
H (6.369, 11.448, 8.798)
C (9.058, 6.049, 10.963)
C (10.232, 5.154, 11.189)
O (10.925, 5.795, 12.208)
C (10.180, 6.845, 12.718)
O (10.546, 7.631, 13.612)
O (9.025, 6.871, 12.116)
H (8.126, 5.508, 10.802)
H (9.273, 6.542, 10.015)
H (10.812, 5.394, 10.298)
H (9.934, 4.109, 11.267)
C (2.777, 2.433, 7.067)
C (3.307, 3.322, 8.211)
O (4.049, 2.348, 8.878)
C (4.499, 1.413, 8.095)
O (5.489, 0.703, 8.283)
O (3.745, 1.413, 7.015)
H (2.570, 2.959, 6.134)
H (1.834, 2.008, 7.412)
H (2.493, 3.747, 8.798)
H (3.961, 4.097, 7.812)
C (9.790, 4.075, 2.550)
C (8.483, 4.598, 2.030)
O (7.475, 3.567, 1.870)
C (6.438, 3.740, 1.078)
O (6.231, 4.714, 0.283)
O (5.670, 2.638, 1.112)
C (4.536, 2.632, 0.303)
H (9.699, 3.185, 3.173)
H (10.257, 4.800, 3.216)
H (10.430, 4.031, 1.669)
H (8.602, 5.089, 1.064)
H (8.056, 5.382, 2.657)
H (3.998, 1.693, 0.435)
H (4.870, 2.722, -0.730)
H (3.880, 3.455, 0.588)
C (7.555, 3.072, 9.363)
C (7.853, 3.272, 7.922)
O (8.223, 4.643, 7.810)
C (8.521, 5.227, 6.621)
O (8.954, 4.683, 5.611)
O (8.437, 6.587, 6.742)
C (8.665, 7.453, 5.640)
H (7.008, 2.130, 9.378)
H (6.927, 3.780, 9.904)
H (8.515, 3.012, 9.876)
H (7.022, 2.909, 7.317)
H (8.683, 2.599, 7.708)
H (9.643, 7.252, 5.203)
H (8.580, 8.514, 5.876)
H (7.842, 7.345, 4.934)
C (7.555, 11.503, 3.996)
C (6.360, 12.275, 4.531)
O (5.093, 11.666, 4.350)
C (4.501, 11.824, 3.150)
O (4.941, 12.395, 2.146)
O (3.270, 11.306, 3.266)
C (2.370, 11.440, 2.202)
H (7.181, 10.826, 3.228)
H (8.215, 11.057, 4.740)
H (8.111, 12.175, 3.341)
H (6.357, 13.311, 4.193)
H (6.625, 12.404, 5.581)
H (1.807, 12.371, 2.264)
H (1.632, 10.638, 2.206)
H (2.749, 11.379, 1.182)
C (6.244, 1.806, 4.468)
C (5.732, 3.261, 4.391)
O (4.495, 3.191, 3.645)
C (3.646, 4.206, 3.754)
O (3.698, 5.211, 4.500)
O (2.769, 3.936, 2.837)
C (1.523, 4.658, 2.719)
H (7.303, 1.912, 4.704)
H (6.064, 1.239, 3.554)
H (5.789, 1.199, 5.250)
H (6.415, 3.979, 3.936)
H (5.405, 3.661, 5.351)
H (0.720, 3.925, 2.787)
H (1.466, 5.203, 1.777)
H (1.305, 5.466, 3.417)
C (13.010, 5.138, 6.160)
C (12.612, 5.432, 7.617)
O (11.871, 4.275, 8.042)
C (12.303, 3.467, 9.059)
O (13.350, 3.652, 9.679)
O (11.429, 2.489, 9.174)
C (11.410, 1.683, 10.327)
H (13.690, 5.896, 5.772)
H (12.117, 5.062, 5.540)
H (13.510, 4.169, 6.147)
H (11.872, 6.230, 7.676)
H (13.509, 5.703, 8.175)
H (12.249, 1.018, 10.532)
H (10.470, 1.131, 10.351)
H (11.459, 2.409, 11.139)
C (5.302, 4.770, 11.926)
C (5.980, 4.447, 13.262)
O (7.097, 3.648, 12.782)
C (7.257, 2.344, 13.215)
O (6.567, 1.777, 14.056)
O (8.291, 1.876, 12.503)
C (8.662, 0.527, 12.675)
H (4.391, 5.368, 11.959)
H (4.960, 3.876, 11.406)
H (5.933, 5.345, 11.249)
H (5.277, 3.814, 13.803)
H (6.239, 5.290, 13.903)
H (9.559, 0.464, 13.291)
H (8.975, 0.337, 11.648)
H (7.850, -0.081, 13.074)
C (10.047, 9.471, 0.806)
C (8.668, 8.855, 0.502)
O (8.103, 8.652, 1.801)
C (6.849, 8.158, 1.931)
O (6.297, 7.442, 1.059)
O (6.276, 8.564, 3.082)
C (5.052, 7.970, 3.474)
H (10.582, 8.800, 1.478)
H (9.953, 10.387, 1.390)
H (10.655, 9.671, -0.076)
H (8.869, 7.988, -0.128)
H (8.050, 9.449, -0.172)
H (4.921, 7.824, 4.546)
H (4.742, 7.070, 2.941)
H (4.276, 8.720, 3.322)
C (2.776, 10.982, 7.927)
C (3.108, 10.020, 6.765)
O (3.759, 8.838, 7.158)
C (3.112, 7.880, 7.709)
O (1.972, 7.931, 8.154)
O (3.854, 6.687, 7.822)
C (5.085, 6.523, 7.233)
H (2.516, 11.979, 7.569)
H (3.608, 11.146, 8.612)
H (1.975, 10.623, 8.573)
H (3.736, 10.598, 6.087)
H (2.199, 9.830, 6.194)
H (5.033, 5.889, 6.348)
H (5.634, 6.035, 8.038)
H (5.639, 7.425, 6.972)
C (12.789, 9.498, 4.502)
C (12.116, 10.785, 4.960)
O (11.776, 10.428, 6.235)
C (11.651, 9.101, 6.380)
O (11.162, 8.598, 7.395)
O (12.112, 8.512, 5.296)
F (11.116, 11.025, 4.136)
H (13.835, 9.496, 4.810)
H (12.906, 9.382, 3.425)
H (12.700, 11.705, 4.990)
C (10.875, -1.130, 5.910)
C (11.031, 0.341, 5.509)
O (10.251, 0.352, 4.341)
C (9.227, -0.560, 4.394)
O (8.127, -0.517, 3.792)
O (9.669, -1.535, 5.233)
F (12.281, 0.667, 5.162)
H (10.843, -1.366, 6.973)
H (11.709, -1.724, 5.536)
H (10.692, 1.033, 6.280)